61
Properties=species:S:1:pos:R:3:forces:R:3 method="wB97M-V/def2-TZVPD" gap_ev=6.31 homo_ev=-11.32 largest_force_ev_per_a=0.63 charge=+1 e_tot_ha=-1771.00162 lumo_ha=-0.1841
N 5.30275 -2.17252 -1.88075 0.3 0.5 -0.1
C 5.35832 -0.87860 -2.44278 -0.1 -0.1 0.0
N 6.50449 -0.47050 -2.94984 -0.1 0.1 0.0
N 6.54202 0.75887 -3.42616 -0.1 0.2 0.0
C 5.53490 1.61929 -3.44862 -0.2 -0.2 0.1
C 4.31398 1.22078 -2.92858 0.1 -0.1 0.1
C 4.20028 -0.04985 -2.40067 0.1 0.1 -0.1
C 2.94035 -0.54880 -1.78732 0.1 0.0 0.1
C 2.17081 -1.53306 -2.69351 -0.1 -0.2 0.3
C 0.65891 -1.49885 -2.40623 0.4 0.3 -0.2
C 0.35557 -1.38443 -0.93315 -0.1 -0.4 0.0
O -0.22698 -0.46033 -0.45750 -0.1 0.3 0.2
O 0.76878 -2.40382 -0.14693 0.3 0.1 -0.1
H 5.23933 -2.86488 -2.62052 -0.1 -0.1 0.1
H 6.17889 -2.32255 -1.38256 0.1 -0.4 0.0
H 7.43792 1.04022 -3.80879 0.1 -0.2 0.1
H 5.71452 2.59868 -3.86325 0.1 0.0 -0.1
H 3.47816 1.90375 -2.91745 0.0 0.1 0.0
H 2.31758 0.29638 -1.49608 -0.1 0.1 -0.2
H 3.21933 -1.07264 -0.87392 0.0 0.0 0.1
H 2.34276 -1.32480 -3.74722 -0.1 0.1 -0.1
H 2.54604 -2.54036 -2.50690 0.2 0.0 -0.1
H 0.23469 -0.61396 -2.87052 -0.2 0.0 0.0
H 0.18390 -2.38604 -2.81864 -0.1 -0.1 0.0
H 1.37214 -2.97644 -0.63707 -0.2 -0.2 0.0
C 6.91365 -5.05228 1.40179 0.0 0.0 0.0
C 6.15571 -5.50571 2.39696 0.0 0.0 0.0
C 5.31632 -4.58523 3.20767 0.0 0.0 0.0
O 4.62497 -4.99218 4.11097 0.0 0.0 0.0
C 5.35783 -3.13790 2.86349 0.0 0.0 0.0
C 6.11629 -2.68909 1.86721 0.0 0.0 0.0
C 6.94823 -3.61218 1.05848 0.1 -0.1 0.1
O 7.63871 -3.20240 0.14177 -0.2 0.1 -0.2
H 7.53480 -5.70296 0.79961 0.0 0.0 0.0
H 6.11239 -6.55341 2.66533 0.0 0.0 0.0
H 4.74313 -2.48488 3.47004 0.0 0.0 0.0
H 6.16818 -1.63942 1.60444 0.0 0.0 0.0
C -2.97716 0.76831 0.50519 0.0 0.0 0.0
C -2.61650 1.91898 -0.05397 0.0 0.0 0.0
C -3.61925 2.95309 -0.41048 0.0 0.0 0.0
O -3.28387 3.99925 -0.92479 0.0 0.0 0.0
C -5.04508 2.65790 -0.11541 0.0 0.0 0.0
C -5.40619 1.50476 0.44220 0.0 0.0 0.0
C -4.40264 0.46930 0.79731 0.0 0.0 0.0
O -4.73148 -0.58179 1.30362 0.0 0.0 0.0
H -2.25913 0.00437 0.76829 0.0 0.0 0.0
H -1.58329 2.15340 -0.27606 0.0 0.0 0.0
H -5.76692 3.41818 -0.38515 0.0 0.0 0.0
H -6.44034 1.26603 0.65800 0.0 0.0 0.0
C -7.75815 3.77362 2.34880 0.0 0.0 0.0
C -8.27160 3.90409 3.56871 0.0 0.0 0.0
C -9.73694 4.03186 3.78009 0.0 0.0 0.0
O -10.20223 4.15258 4.89080 0.0 0.0 0.0
C -10.60572 4.00827 2.57592 0.0 0.0 0.0
C -10.09129 3.87763 1.35634 0.0 0.0 0.0
C -8.62843 3.74724 1.14662 -0.1 0.0 0.0
O -8.16846 3.62533 0.02870 0.1 0.0 0.1
H -6.69374 3.68237 2.17561 0.0 0.0 0.0
H -7.65717 3.92554 4.45968 0.0 0.0 0.0
H -11.66939 4.10350 2.75248 0.0 0.0 0.0
H -10.70472 3.85826 0.46472 0.0 0.0 0.0



58
Properties=species:S:1:pos:R:3:forces:R:3 method="wB97M-V/def2-TZVPD" gap_ev=8.94 smiles="O=C(CSc1nc2ccccc2c(=O)n1NC(=O)Cc1ccccc1)NCCc1ccccc1" homo_ev=-8.64 largest_force_ev_per_a=0.70 relative_energy_kj_mol=0.0 e_tot_ha=-1848.19067 lumo_ha=0.0109
O -0.28102 -4.16774 -1.05066 0.4 -0.4 0.1
C -0.90578 -3.16502 -1.32349 -0.3 0.3 -0.5
C -0.47370 -2.21071 -2.43195 0.1 0.3 0.3
S 0.57166 -0.89348 -1.72749 0.3 -0.3 -0.3
C -0.62208 0.19910 -1.08014 -0.3 -0.4 -0.2
N -1.88389 -0.02542 -1.18839 0.3 0.0 -0.3
C -2.75717 0.87343 -0.63104 0.0 0.6 0.3
C -4.13060 0.62333 -0.71847 0.0 0.1 0.1
C -5.02606 1.50169 -0.15130 0.0 -0.1 0.0
C -4.58151 2.64378 0.51275 0.0 0.1 0.1
C -3.23286 2.90392 0.60800 0.1 0.0 0.0
C -2.30963 2.02381 0.04174 -0.4 -0.2 -0.1
C -0.88076 2.27879 0.16045 0.3 0.2 0.0
O -0.34871 3.20422 0.72842 -0.1 0.1 0.0
N -0.09367 1.28723 -0.44712 0.5 0.3 -0.1
N 1.28038 1.41997 -0.39313 -0.5 -0.3 0.4
C 1.97339 2.05885 -1.38723 0.0 0.2 0.0
O 1.45350 2.42994 -2.40688 -0.1 0.1 -0.2
C 3.45040 2.19653 -1.05552 0.0 0.0 -0.1
C 3.95829 1.02584 -0.26251 0.2 0.0 0.1
C 4.33546 1.16480 1.06743 0.0 0.1 -0.1
C 4.76256 0.06670 1.79547 0.0 -0.1 0.1
C 4.80986 -1.18303 1.20262 0.1 0.0 0.1
C 4.43488 -1.33049 -0.12338 0.0 0.0 -0.1
C 4.01323 -0.23344 -0.85088 0.1 0.0 0.1
N -2.03096 -2.77201 -0.70230 -0.4 0.0 0.2
C -2.48461 -3.37129 0.53068 0.0 -0.1 0.2
C -2.57626 -2.32997 1.64935 0.0 -0.2 -0.1
C -1.32452 -1.52066 1.87920 -0.1 0.0 0.0
C -0.05070 -2.02201 1.63949 -0.1 0.0 0.0
C 1.07050 -1.25190 1.89950 0.1 0.0 0.1
C 0.93762 0.02249 2.42442 0.0 0.0 0.1
C -0.32712 0.53351 2.66808 0.0 0.1 0.1
C -1.44547 -0.23033 2.38590 0.0 0.0 0.0
H -1.31338 -1.73727 -2.93527 0.0 -0.1 -0.1
H 0.16910 -2.73202 -3.13933 -0.1 0.0 0.1
H -4.46744 -0.26007 -1.23916 0.0 -0.1 -0.1
H -6.08549 1.30402 -0.22155 -0.1 0.0 0.0
H -5.29715 3.32225 0.95098 0.0 0.1 0.0
H -2.85825 3.77951 1.11587 0.0 0.1 0.1
H 1.70554 1.24121 0.51043 -0.2 -0.1 -0.2
H 3.57406 3.12719 -0.49634 0.0 0.0 0.0
H 3.98676 2.29612 -2.00087 -0.1 0.0 0.0
H 4.29942 2.13875 1.53621 0.0 0.1 0.0
H 5.05576 0.18768 2.82810 0.0 0.0 0.1
H 5.13900 -2.03966 1.77186 0.0 -0.1 0.0
H 4.46737 -2.30345 -0.58984 0.0 -0.1 0.0
H 3.71541 -0.34869 -1.88221 0.0 0.0 -0.2
H -2.38706 -1.84625 -0.92750 0.2 -0.2 -0.1
H -3.47424 -3.81733 0.37874 0.1 0.0 0.1
H -1.78509 -4.17204 0.78036 -0.1 0.0 0.0
H -2.83241 -2.84990 2.57750 -0.1 0.0 0.0
H -3.39637 -1.64117 1.42598 0.0 0.0 0.1
H 0.08315 -3.01836 1.24948 0.0 -0.2 -0.1
H 2.05312 -1.65120 1.69662 0.1 0.0 0.0
H 1.81647 0.60556 2.66378 0.1 0.1 0.0
H -0.44250 1.52732 3.07436 0.0 0.1 0.0
H -2.42993 0.17676 2.57316 -0.1 0.0 0.0



61
Properties=species:S:1:pos:R:3:forces:R:3 method="wB97M-V/def2-TZVPD" gap_ev="7.41 / 5.58" homo_ev="-13.76 / -13.81" largest_force_ev_per_a=0.10 spin_multiplicity=5 charge=+2 relative_energy_kj_mol=0.0 e_tot_ha=-6418.10108 lumo_ha="-0.2334 / -0.3022"
Os -0.28669 -0.42038 -0.29585 0.0 -0.1 0.0
C -4.47498 1.95339 1.15055 0.0 0.0 0.0
O -3.69218 1.28619 2.14820 0.0 0.0 0.0
C -2.49823 1.87824 2.41605 0.0 0.0 0.0
C -2.37134 2.80911 3.43629 0.0 0.0 0.0
C -1.13512 3.36369 3.76098 0.0 0.0 0.0
C -0.01130 2.97050 3.07121 0.0 0.0 0.0
C -0.10383 2.01860 2.03820 0.0 0.0 0.0
C 1.10325 1.61349 1.39879 0.1 0.0 0.0
N 1.21611 0.66127 0.51889 0.0 0.1 0.0
N 2.49198 0.42050 0.02052 -0.1 0.0 0.0
C 2.45407 -0.49995 -0.88794 0.0 0.0 0.0
O 1.28189 -1.06806 -1.22118 -0.1 0.0 0.0
C 3.64865 -0.97607 -1.57768 0.0 0.0 0.0
C 3.54584 -1.99910 -2.52082 0.0 0.0 0.0
C 4.68206 -2.44784 -3.17102 0.0 0.0 0.0
C 5.91522 -1.87900 -2.88315 0.0 0.0 0.0
C 6.01913 -0.85938 -1.94380 0.0 0.0 0.0
C 4.89076 -0.40519 -1.28854 0.0 0.0 0.0
C -1.36549 1.49150 1.69827 0.0 0.0 0.0
O -1.53573 0.61755 0.69239 0.0 0.0 -0.1
H -5.38614 1.37443 1.03570 0.0 0.0 0.0
H -3.93857 1.98520 0.19831 0.0 0.0 0.0
H -4.72186 2.96786 1.46783 0.0 0.0 0.0
H -3.26322 3.08565 3.98467 0.0 0.0 0.0
H -1.06229 4.08816 4.55926 0.0 0.0 0.0
H 0.95935 3.37884 3.32227 0.0 0.0 0.0
H 2.03139 2.11088 1.66655 0.0 0.0 0.0
H 2.58256 -2.43820 -2.73947 0.0 0.0 0.0
H 4.60774 -3.24080 -3.90223 0.0 0.0 0.0
H 6.80142 -2.23136 -3.39376 0.0 0.0 0.0
H 6.98266 -0.42020 -1.72543 0.0 0.0 0.0
H 4.95999 0.38837 -0.55760 0.0 0.0 0.0
Se -1.57384 -3.49921 -0.90555 0.0 0.0 0.0
Se -2.62415 -2.56223 0.96850 0.0 0.0 0.0
C -1.04325 -2.47528 2.05590 0.0 0.0 0.0
C -1.02032 -3.14695 3.26398 0.0 0.0 0.0
C 0.15006 -3.12700 4.01122 0.0 0.0 0.0
C 1.26016 -2.47045 3.50718 0.0 0.0 0.0
C 1.15175 -1.81415 2.29547 0.0 0.0 0.0
N 0.01106 -1.79400 1.59483 0.0 0.0 0.0
C -2.03011 -2.11397 -2.14899 0.0 0.0 0.0
C -2.78425 -2.41109 -3.26497 0.0 0.0 0.0
C -3.08402 -1.39644 -4.16587 0.0 0.0 0.0
C -2.63368 -0.11231 -3.91397 0.0 0.0 0.0
C -1.88182 0.12027 -2.77973 0.0 0.0 0.0
N -1.57838 -0.86767 -1.91849 0.0 0.1 0.0
H -1.89147 -3.69387 3.59579 0.0 0.0 0.0
H 0.19750 -3.64407 4.96023 0.0 0.0 0.0
H 2.20115 -2.46112 4.03802 0.0 0.0 0.0
H 1.99727 -1.28724 1.87222 0.0 0.0 0.0
H -3.14094 -3.42031 -3.41448 0.0 0.0 0.0
H -3.67378 -1.61049 -5.04733 0.0 0.0 0.0
H -2.85164 0.70516 -4.58554 0.0 0.0 0.0
H -1.47750 1.09712 -2.54381 0.0 0.0 0.0
C -0.95758 3.57356 -1.16796 0.0 0.0 0.0
O -0.10976 2.47691 -1.54121 0.0 0.0 0.0
H -1.31451 4.11640 -2.04363 0.0 0.0 0.0
H -0.44038 4.26418 -0.50085 0.0 0.0 0.0
H -1.81259 3.15052 -0.64346 0.0 0.0 0.0
H 0.62794 2.82584 -2.05391 0.0 0.0 0.0